# 1
Here is a structure of composition C8H14N3O2PbS2 in a non-equilibrium geometry from OMol25. Energies are from ωB97M-V/def2-TZVPD.

XYZ file:
```
30
Properties=species:S:1:pos:R:3:forces:R:3:lowdin_charge:R:1
C -2.692 -0.075 -1.487 -0.25 -0.92 0.02 -0.421
Pb -1.916 1.754 -0.365 -0.56 0.35 -1.36 0.723
N -0.307 4.028 -0.076 1.15 1.36 0.50 -0.139
N -3.381 3.453 -2.015 -0.75 0.73 -0.46 -0.065
H 0.475 3.980 -0.738 -0.34 0.00 0.19 0.003
H -3.010 1.869 1.107 -0.41 -0.24 0.60 -0.226
H -2.127 -0.876 -0.983 -0.58 0.24 -0.62 -0.087
H -2.344 0.033 -2.525 -0.10 -0.03 0.19 -0.051
H -3.766 -0.293 -1.464 0.05 -0.02 -0.05 -0.056
H -2.787 3.983 -2.662 -0.22 -0.38 0.34 0.017
H -3.823 4.132 -1.388 0.14 -0.28 -0.28 0.015
H -4.123 3.007 -2.559 0.23 0.17 0.14 0.021
H -0.730 4.955 -0.159 0.18 -0.18 0.02 0.004
H 0.108 3.966 0.862 -0.16 0.09 -0.37 -0.006
O -0.420 -3.402 -0.986 0.23 -0.05 0.53 -0.307
S -0.271 -2.874 0.348 0.04 2.06 0.21 0.650
O -1.027 -3.478 1.418 0.39 0.01 -0.36 -0.312
N -0.499 -1.208 0.326 0.30 -0.27 0.25 -0.128
C 0.595 -0.496 0.538 -1.34 -0.46 -0.32 -0.818
S 0.665 1.187 0.391 0.96 -0.54 0.80 0.497
C 1.763 -1.313 0.876 0.87 -1.17 -0.16 -0.234
C 3.063 -0.911 1.187 -0.18 0.15 -0.03 -0.043
C 4.052 -1.853 1.461 -0.53 -0.60 -0.11 -0.084
C 3.709 -3.217 1.419 -0.25 -0.08 -0.08 -0.087
C 2.401 -3.637 1.077 0.29 0.24 0.10 -0.046
C 1.439 -2.670 0.796 1.47 -0.51 0.48 -0.220
H 3.286 0.150 1.208 -0.09 -0.05 -0.01 0.089
H 5.073 -1.528 1.699 -0.49 -0.23 -0.08 0.101
H 4.470 -3.970 1.656 -0.32 0.25 -0.13 0.094
H 2.123 -4.695 1.035 0.28 0.35 0.04 0.115
```
Positions in Å, forces in eV/Å.

The total energy is -44005.2068 eV. For the gap between HOMO and LUMO, the calculation gives 0.17090 hartree. Its energy above the lowest of the compared OMol25 structures with the same formula, charge and spin is 0.0 kcal/mol. The total charge is -1. For the HOMO energy, the calculation gives -1.790 eV.

# 2
Here is a cluster of 2 separate species, C3H9NO4 in total in a non-equilibrium geometry from OMol25. Energies are from ωB97M-V/def2-TZVPD.

XYZ file:
```
17
Properties=species:S:1:pos:R:3:forces:R:3:lowdin_charge:R:1
C -0.722 -0.629 1.147 2.28 -2.21 -1.66 -0.049
C -1.958 -1.151 0.485 0.30 -0.12 -0.13 -0.100
N 1.364 -1.312 -0.614 -0.54 -0.95 0.97 0.038
O 0.420 -0.387 -0.140 -1.99 -0.33 0.68 -0.356
H 1.225 -1.358 -1.623 0.03 0.12 0.28 0.088
H 2.276 -0.905 -0.404 -0.23 -0.07 -0.13 0.085
H -0.916 0.195 1.826 0.84 0.61 -0.74 0.102
H -0.116 -1.393 1.623 -0.38 -0.16 0.37 0.101
H -2.469 -0.366 -0.068 -0.16 0.06 -0.04 0.071
H -1.711 -1.963 -0.198 -0.08 -0.01 0.03 0.080
H -2.636 -1.534 1.253 -0.05 0.08 -0.03 0.085
C 0.878 1.615 -0.415 -0.19 4.28 2.96 -0.614
O 1.926 2.283 -0.987 0.28 -1.26 -0.71 0.101
O -0.080 1.603 -1.377 0.00 -0.24 0.63 0.107
O 0.804 1.644 0.832 -0.24 0.38 -2.52 0.020
H 2.580 2.515 -0.310 -0.50 -0.31 0.11 0.127
H -0.866 1.143 -1.030 0.63 0.12 -0.10 0.115
```
Positions in Å, forces in eV/Å.

The total energy is -12933.0584 eV. For the gap between HOMO and LUMO, the calculation gives 0.35303 hartree. Its energy above the lowest of the compared OMol25 structures with the same formula, charge and spin is 100.2 kcal/mol. For the HOMO energy, the calculation gives -8.909 eV. Its SMILES is O=C(O)O.CCON.

# 3
Here is a structure of composition C5H6MgO4Tl in a non-equilibrium geometry from OMol25. Energies are from ωB97M-V/def2-TZVPD.

XYZ file:
```
17
Properties=species:S:1:pos:R:3:forces:R:3:lowdin_charge:R:1
O -1.738 0.260 0.625 0.15 0.94 -0.75 -0.322
C -1.144 -0.191 1.628 -0.54 -1.75 0.43 -0.716
O -1.597 -0.920 2.490 0.54 0.65 -0.04 -0.030
O 0.253 0.111 1.624 -0.30 1.22 0.47 0.091
C 0.994 -0.315 2.603 2.93 -1.26 -1.91 -0.057
C 2.365 0.174 2.697 -3.89 0.23 2.11 0.037
Tl -4.129 -0.889 1.568 -0.41 -0.24 0.19 1.163
H 0.705 -1.287 3.025 -0.28 0.77 0.87 0.184
H 1.746 0.735 3.626 0.23 -0.37 -0.38 0.232
H 2.942 -0.490 3.355 0.56 0.65 -0.76 0.134
H 2.555 1.072 2.102 0.81 -0.67 0.07 0.129
Mg -1.464 1.471 -0.976 0.04 0.01 -0.02 1.009
C 3.972 -0.979 0.843 0.33 -0.31 -0.65 -0.053
C 5.295 -0.824 1.002 0.53 0.05 0.13 -0.206
O 6.418 -0.662 1.204 -1.13 -0.11 -0.15 0.247
H 3.530 -0.399 0.029 0.23 -0.07 0.29 0.076
H 3.609 -2.004 0.948 0.19 0.28 0.11 0.082
```
Positions in Å, forces in eV/Å.

The total energy is -23591.7648 eV. For the gap between HOMO and LUMO (spin up / spin down), the calculation gives 0.23569 / 0.25196 hartree. Its energy above the lowest of the compared OMol25 structures with the same formula, charge and spin is 30.8 kcal/mol. The total charge is +2. For the HOMO energy (spin up / spin down), the calculation gives -14.389 / -14.836 eV. The spin multiplicity is 2.

The highest energy above the lowest of the compared OMol25 structures with the same formula, charge and spin belongs to which entry? C3H9NO4

energy above the lowest of the compared OMol25 structures with the same formula, charge and spin of number 1 (C8H14N3O2PbS2)? 0.0 kcal/mol

Which of these has the lowest energy above the lowest of the compared OMol25 structures with the same formula, charge and spin? C8H14N3O2PbS2